Entry 1:
C18H15Cl3MnN4S2Si | ωB97M-V with the def2-TZVPD basis set

Largest force on an atom: 0.2 eV Å⁻¹
2S+1: 5
HOMO level (alpha / beta): -11.14 / -11.18 eV
Energy above the lowest of the compared OMol25 structures with the same formula, charge and spin: 0.0 kJ/mol
Charge: +1

Last column: natural (NBO) charge in e.
CARTESIAN COORDINATES (ANGSTROEM)
1 Mn 0.158140 0.282887 -1.003335  1.141
2 Cl 3.424825 1.116329 0.354679  -0.389
3 Cl 3.539966 -1.501097 -1.575106  -0.398
4 Cl 3.270683 1.423813 -2.983121  -0.347
5 S -0.074548 -2.121972 -0.968826  -0.215
6 S -1.085253 4.454822 -1.820855  0.480
7 Si 2.592602 0.342876 -1.378460  0.931
8 N -1.925402 0.591471 -1.367450  -0.607
9 N 1.268206 -1.831007 1.452929  -0.378
10 N 0.124645 0.225127 1.225649  -0.536
11 N 1.799336 -3.576370 0.288207  -0.323
12 C -2.923744 -0.299764 -1.368338  0.073
13 C 2.268612 -2.508064 2.145672  -0.061
14 C -4.486800 1.359655 -2.040466  -0.109
15 C -0.511615 1.264688 1.784865  0.076
16 C 0.542409 -0.752449 2.023018  0.395
17 C -0.749249 1.360540 3.140605  -0.233
18 C -4.218876 0.040700 -1.694612  -0.257
19 C -3.463315 2.287166 -2.040031  -0.232
20 C 1.868129 -4.534772 -0.808188  -0.410
21 C -2.179560 1.878033 -1.694979  0.218
22 C 1.171294 3.381208 -1.278331  -0.266
23 C -0.340998 0.317624 3.954187  -0.114
24 C -1.013127 2.747733 -1.628250  -0.328
25 C 0.257104 2.290326 -1.332655  -0.365
26 C 0.590395 4.587100 -1.531307  -0.383
27 C 0.308366 -0.764698 3.389116  -0.248
28 C 2.594590 -3.585738 1.416187  -0.029
29 C 1.011698 -2.492593 0.289278  0.311
30 H 2.677804 -2.131444 3.064411  0.253
31 H -0.534269 0.336914 5.018069  0.243
32 H -5.490323 1.661008 -2.309629  0.237
33 H 2.227934 3.293740 -1.073964  0.242
34 H -0.822147 2.045985 1.101526  0.227
35 H 2.113714 -4.007558 -1.727400  0.247
36 H -4.994922 -0.710016 -1.680159  0.241
37 H 0.912033 -5.040536 -0.920510  0.232
38 H -1.250999 2.228698 3.541774  0.247
39 H 0.606383 -1.611395 3.989602  0.243
40 H -2.659047 -1.310975 -1.089361  0.220
41 H 3.331753 -4.349529 1.584949  0.252
42 H 2.642334 -5.259942 -0.576279  0.229
43 H 1.068464 5.553156 -1.564909  0.254
44 H -3.647225 3.318317 -2.308204  0.239

Forces on atoms 1 to 3 (eV/Å):
0.0 -0.1 0.1
0.0 0.1 0.0
0.0 0.0 0.0

=====

Entry 2:
C38H39BN7OS3Tc | ωB97M-V with the def2-TZVPD basis set

Largest force on an atom: 0.8 eV Å⁻¹
2S+1: 1
HOMO level: -13.50 eV
Charge: +2

Last column: Löwdin charge in e.
CARTESIAN COORDINATES (ANGSTROEM)
1 Tc -0.311887 -0.082142 -0.007918  1.082
2 S -0.153310 1.168926 2.137105  0.883
3 S 1.971739 0.474063 -0.334060  0.779
4 S -2.878951 -2.040884 -3.179395  1.206
5 O 3.063947 -5.313533 3.328203  0.096
6 N 3.177805 -0.253719 2.106042  0.020
7 N -1.721564 -1.304991 -1.015622  -0.053
8 N 0.277515 -1.978033 1.080387  -0.059
9 N 0.956532 3.640193 1.626234  -0.088
10 N 1.606443 -6.750222 2.341384  0.202
11 N 2.361428 2.181066 2.432992  -0.006
12 N 3.513201 -1.622318 0.439078  -0.108
13 C -3.467588 1.914248 1.502605  -0.028
14 C 0.185030 2.081877 -2.290260  -0.149
15 C -3.272031 -6.044730 2.197302  -0.033
16 C 0.608748 -2.079376 2.374939  -0.127
17 C -3.732892 -4.580523 2.225745  -0.554
18 C 3.604003 -2.178950 -0.901050  -0.015
19 C 2.157226 4.279163 1.779423  0.006
20 C 4.161601 -2.149580 1.526964  -0.010
21 C -2.692378 1.939463 0.331739  -0.302
22 C -3.528824 -3.969850 0.842733  -0.146
23 C -4.062066 -4.024333 -1.541268  -0.044
24 C -2.700219 -2.881797 0.639249  0.029
25 C -4.599103 2.700731 1.579799  -0.039
26 C -4.218019 3.502908 -0.669564  -0.038
27 C 0.436987 -3.056791 0.303128  -0.135
28 C -1.541893 1.117656 0.239170  -0.289
29 C 1.106767 2.361061 2.018533  -0.632
30 C 3.940363 -1.301918 2.558177  -0.036
31 C -3.217549 -2.933165 -1.725869  -0.433
32 C 2.070262 -5.527233 2.667659  -0.502
33 C -2.526895 -2.378807 -0.650306  -0.289
34 C -2.929748 -3.844983 3.299984  -0.055
35 C 0.088044 2.498607 -3.612492  -0.044
36 C 0.943008 -4.253960 0.770462  0.020
37 C -5.220156 -4.512385 2.597494  -0.031
38 C -1.837581 -1.005073 -2.300767  -0.508
39 C -1.142199 0.156956 -2.819588  -0.245
40 C 3.027492 3.365932 2.288243  -0.002
41 C -3.072504 2.735180 -0.761343  -0.011
42 C -0.408880 0.899077 -1.878229  -0.270
43 C -4.193581 -4.529056 -0.267299  -0.003
44 C -4.972385 3.492113 0.497431  -0.027
45 C 1.136894 -3.232777 2.917624  0.027
46 C -1.227872 0.568907 -4.149889  -0.020
47 C -0.262301 4.266753 1.143164  0.018
48 C -0.609121 1.741465 -4.545246  -0.045
49 C 1.320723 -4.343597 2.104390  -0.110
50 C 2.906841 -0.467715 0.817618  -0.604
51 B 2.972641 0.935885 3.125695  -0.407
52 H -2.182594 -2.415393 1.463824  0.090
53 H -4.841638 -5.382004 -0.118217  0.121
54 H 1.435892 -3.260313 3.956224  0.142
55 H -3.220181 -2.794726 3.375702  0.090
56 H -3.164380 1.290388 2.332408  0.111
57 H -5.566906 -3.478287 2.635095  0.095
58 H -2.471839 2.735335 -1.661910  0.115
59 H -4.527737 4.113187 -1.506775  0.121
60 H -5.843905 -5.053280 1.886200  0.084
61 H -5.376270 -4.959395 3.580030  0.095
62 H -3.115436 -4.305026 4.270365  0.097
63 H -5.862954 4.102890 0.563695  0.123
64 H 0.743644 2.685799 -1.583727  0.082
65 H 2.750860 -1.855828 -1.490580  0.058
66 H 4.518262 -1.844032 -1.388020  0.110
67 H 4.061501 3.463508 2.565037  0.138
68 H 2.284953 5.315075 1.519846  0.139
69 H -4.598098 -4.464987 -2.370795  0.124
70 H 4.277972 -1.344287 3.578934  0.143
71 H -3.394935 -6.492409 3.184277  0.095
72 H 2.082577 -7.553163 2.722256  0.131
73 H 0.155140 -2.957161 -0.738250  0.116
74 H -0.051103 5.315621 0.956148  0.108
75 H -3.847972 -6.640348 1.489270  0.085
76 H 1.069974 -5.083288 0.087238  0.131
77 H 0.701153 -6.883999 1.927172  0.106
78 H -1.052801 4.182796 1.886715  0.107
79 H 0.476288 -1.194268 2.981476  0.065
80 H -0.579481 3.800979 0.212953  0.075
81 H -0.671944 2.068523 -5.573631  0.120
82 H -1.853505 -3.900354 3.110989  0.070
83 H 0.562118 3.422760 -3.916737  0.120
84 H 3.609836 -3.263924 -0.826703  0.098
85 H 4.718428 -3.069041 1.475566  0.143
86 H -5.199678 2.697341 2.478973  0.121
87 H 2.256636 0.551743 4.005382  0.081
88 H -1.778466 -0.023515 -4.871032  0.112
89 H -2.217177 -6.113795 1.920290  0.077
90 H 4.060493 1.254483 3.495532  0.090

Forces on atoms 1 to 3 (eV/Å):
0.4 -0.6 -0.4
-0.2 -0.1 -0.2
-0.1 0.1 0.0

=====

Entry 3:
C22H19CaClN6O7S | ωB97M-V with the def2-TZVPD basis set

Largest force on an atom: 0.3 eV Å⁻¹
2S+1: 1
HOMO level: -2.08 eV
Energy above the lowest of the compared OMol25 structures with the same formula, charge and spin: 355.3 kJ/mol
Charge: -2

Last column: natural (NBO) charge in e.
CARTESIAN COORDINATES (ANGSTROEM)
1 Ca -0.314364 0.128902 -0.260234  1.783
2 Cl -2.862936 -0.881418 -1.801029  2.546
3 S -0.161488 2.038294 -2.432599  -0.499
4 O -3.455597 -0.382261 -3.009371  -0.847
5 O -3.610976 -2.006686 -1.316516  -0.846
6 O -1.037305 -1.619016 1.059869  -0.908
7 O 3.005752 4.419537 3.265889  -0.734
8 O 0.489100 1.818971 1.146943  -0.849
9 O -1.475736 -1.266432 -2.046119  -0.903
10 O -2.829161 0.175294 -0.790331  -0.906
11 N 2.447333 2.132953 2.338525  -0.523
12 N 1.286392 1.741360 -4.617043  -0.826
13 N 1.622122 -0.365974 -1.836840  -0.303
14 N 1.382692 -1.520259 0.712692  -0.608
15 N 2.750552 0.788109 2.083205  -0.243
16 N 1.768243 0.160090 -3.091744  -0.503
17 C 1.318984 2.535085 1.777708  0.588
18 C 0.010316 -3.713741 0.580854  -0.230
19 C 0.651823 -2.301357 2.636277  -0.283
20 C 0.892411 -4.654699 0.904756  -0.205
21 C 1.814542 -1.440135 2.135643  0.059
22 C 2.319608 -1.996856 -0.224174  0.164
23 C 3.213239 -2.936229 0.125378  -0.251
24 C 1.563192 6.212073 2.783246  -0.328
25 C -0.083161 4.540322 1.320471  -0.144
26 C 1.638125 -3.410813 3.048388  -0.215
27 C 0.019390 -2.360497 1.224312  0.525
28 C 1.912738 -0.018904 2.577995  0.104
29 C 1.887259 4.859108 2.667761  0.424
30 C 0.429708 6.718156 2.171273  -0.205
31 C 3.199634 -3.510682 1.494046  -0.241
32 C 2.336173 -1.407589 -1.587680  0.211
33 C 1.968849 -4.416055 1.916268  -0.238
34 C 3.234677 -2.043054 -2.614179  -0.686
35 C 2.827955 -2.510960 2.612926  -0.203
36 C 1.043465 4.003792 1.933130  -0.215
37 C -0.399563 5.885626 1.430142  -0.284
38 C 1.011358 1.202273 -3.362625  0.290
39 H 4.275793 -1.750801 -2.451853  0.211
40 H 3.172419 -3.129822 -2.550666  0.205
41 H 0.859142 -5.624134 0.415998  0.188
42 H 4.135429 -4.032938 1.703766  0.199
43 H -0.044500 -1.935176 3.388173  0.216
44 H 3.072777 3.436476 3.008286  0.504
45 H 2.227360 6.847971 3.355520  0.199
46 H -1.278201 6.280196 0.936473  0.197
47 H 0.512630 2.266764 -4.988748  0.380
48 H 3.620838 -2.159972 3.270833  0.209
49 H 0.197050 7.773272 2.268147  0.188
50 H 1.107430 0.345340 3.223894  0.163
51 H 1.691853 1.067219 -5.249279  0.366
52 H 2.938881 -1.706860 -3.602891  0.250
53 H -0.765215 -3.864341 -0.161405  0.228
54 H -0.699060 3.863943 0.743216  0.239
55 H 1.525738 -3.827749 4.048424  0.197
56 H 2.332834 -5.367442 2.312636  0.194
57 H 3.976660 -3.262875 -0.566537  0.199

Forces on atoms 1 to 3 (eV/Å):
0.1 0.2 0.1
0.0 0.0 0.0
0.1 -0.1 0.0

=====

Entry 4:
C3H2O2 | ωB97M-V with the def2-TZVPD basis set

Largest force on an atom: 4.2 eV Å⁻¹
2S+1: 1
HOMO level: -8.31 eV
Energy above the lowest of the compared OMol25 structures with the same formula, charge and spin: 479.0 kJ/mol

Last column: natural (NBO) charge in e.
CARTESIAN COORDINATES (ANGSTROEM)
1 O -0.485500 -0.816519 0.688358  -0.379
2 O -0.667407 0.297628 -1.396619  -0.476
3 C 0.649133 -0.329901 0.119797  -0.098
4 C -0.546151 0.453979 0.417784  0.288
5 C 0.347932 -0.414182 -1.407834  0.231
6 H 1.579076 -0.518459 0.604764  0.207
7 H -0.877083 1.327454 0.973751  0.227

Forces on atoms 1 to 3 (eV/Å):
-2.8 -1.8 2.5
-1.3 0.9 1.5
1.8 0.1 -2.3

=====

Entry 5:
C4H10N | ωB97M-V with the def2-TZVPD basis set

Largest force on an atom: 4.2 eV Å⁻¹
2S+1: 1
HOMO level: -14.94 eV
Energy above the lowest of the compared OMol25 structures with the same formula, charge and spin: 225.3 kJ/mol
Charge: +1

Last column: natural (NBO) charge in e.
CARTESIAN COORDINATES (ANGSTROEM)
1 N 0.007594 -0.339246 0.452986  -0.420
2 C 0.786230 1.862130 0.933084  -0.273
3 C 0.356474 0.619531 1.426682  -0.097
4 C -0.679764 -1.415962 0.619528  0.108
5 C -0.335189 -0.536835 -2.578706  -0.876
6 H 0.203632 0.367344 2.479609  0.254
7 H 0.299004 -1.156710 -1.964409  0.178
8 H -0.868205 0.237825 -2.016350  0.204
9 H -0.705374 -2.185125 -0.110515  0.238
10 H 1.102103 2.686351 1.598270  0.253
11 H 0.378946 -0.132657 -0.489260  0.465
12 H -1.036397 -1.245720 -3.039375  0.253
13 H -1.247631 -1.484265 1.542784  0.228
14 H 0.861413 2.133956 -0.168563  0.230
15 H 0.192840 -0.019461 -3.406628  0.257

Forces on atoms 1 to 3 (eV/Å):
0.0 -0.9 -0.4
-0.6 -2.0 0.6
0.7 4.0 -1.3

=====

Entry 6:
C6H9N | ωB97M-V with the def2-TZVPD basis set

Largest force on an atom: 0.4 eV Å⁻¹
2S+1: 1
HOMO level: -8.54 eV
Energy above the lowest of the compared OMol25 structures with the same formula, charge and spin: 290.3 kJ/mol

Last column: natural (NBO) charge in e.
CARTESIAN COORDINATES (ANGSTROEM)
1 N -0.851698 -0.002122 0.256411  -0.411
2 C -0.061142 -0.048126 -1.030845  -0.109
3 C 0.576042 1.791417 0.043361  -0.191
4 C 0.489674 0.458378 0.783633  -0.109
5 C 1.193317 -0.489345 -0.224347  -0.395
6 C -1.348441 -1.268961 0.758228  -0.426
7 C 0.196399 1.450485 -1.188380  -0.192
8 H 0.658589 0.431598 1.861720  0.208
9 H -1.640269 -1.118829 1.800528  0.203
10 H 0.005015 2.058803 -2.065759  0.221
11 H 0.806986 2.758328 0.472521  0.220
12 H -0.660513 -2.130029 0.715200  0.161
13 H -2.259458 -1.520219 0.204184  0.204
14 H 2.185775 -0.212967 -0.595953  0.207
15 H 1.180281 -1.541208 0.076087  0.200
16 H -0.470556 -0.617201 -1.866588  0.208

Forces on atoms 1 to 3 (eV/Å):
0.0 0.0 0.0
-0.1 -0.1 -0.4
0.0 0.1 -0.1